Molecular formula: C5H7NOS
Method: DFT, the ωB97M-V functional and the def2-TZVPD basis

The geometry in ORCA input format:
```
! RIJCOSX wB97M-V def2-TZVPD def2/J DEFGRID3
* xyz 0 1
S -0.20 -2.74 -0.36
O 0.28 -1.44 2.07
N -0.34 -0.44 1.34
C -0.23 -1.16 -0.41
C 0.39 0.79 1.40
C 0.37 -0.23 -2.60
C -0.37 -0.24 -1.49
C -0.21 1.96 1.42
H 1.12 -0.96 -2.84
H 1.48 0.58 1.31
H -1.34 2.20 1.66
H 0.17 0.41 -3.38
H -1.10 0.59 -1.32
H -0.26 -2.18 1.89
H 0.25 2.86 1.33
*
```

Output
E_HOMO (eV): -8.3224
ΔE to the lowest compared entry with this formula, charge and spin (kJ/mol): 564.44



Molecular formula: C5H2InO6
Method: DFT, the ωB97M-V functional and the def2-TZVPD basis

The geometry in ORCA input format:
```
! RIJCOSX wB97M-V def2-TZVPD def2/J DEFGRID3
* xyz 3 1
In 0.00 -0.02 -0.27
O 0.00 3.72 -0.17
O 0.00 0.00 -3.94
O -3.71 0.00 -0.17
O 0.00 -3.71 -0.17
O 3.71 0.00 -0.17
O 0.00 -0.01 2.37
C -2.59 0.00 -0.13
C 0.00 -2.57 -0.10
C 0.00 2.58 -0.10
C 2.59 0.00 -0.13
C 0.00 0.00 -2.81
H 0.00 0.84 2.90
H 0.00 -0.83 2.90
*
```

Output
E_HOMO (eV): -24.9432
ΔE to the lowest compared entry with this formula, charge and spin (kJ/mol): 0.00



Molecular formula: C19H42P2RuSi
Method: DFT, the ωB97M-V functional and the def2-TZVPD basis

The geometry in ORCA input format:
```
! RIJCOSX wB97M-V def2-TZVPD def2/J DEFGRID3
* xyz 2 5
Ru -0.38 -1.63 2.53
P -0.13 2.56 -1.73
P -2.10 -0.44 -1.61
Si 1.47 -3.19 3.02
C -2.40 -1.38 -3.20
C 1.75 1.60 0.05
C -0.29 -0.14 -2.29
C -0.56 -0.24 -0.53
C -3.45 -1.13 -0.57
C 1.00 -2.31 1.36
C 0.70 0.97 -2.26
C 1.93 0.86 -1.31
C -1.57 2.12 -2.85
C -2.64 1.25 -2.21
C 1.42 -5.06 2.74
C 3.28 -2.87 3.50
C 0.81 -0.10 3.06
C -0.77 4.41 -1.68
C 1.30 3.39 -2.70
C -1.11 0.95 0.32
C 0.70 2.63 0.06
C 0.29 -2.73 4.45
C -0.73 2.41 -0.08
H 2.72 2.10 0.24
H 0.40 -5.42 2.91
H 1.86 -0.16 2.72
H 0.90 4.02 -3.51
H -0.70 4.88 -2.67
H 0.41 0.88 2.80
H 0.78 -0.20 4.15
H 0.92 -2.32 5.24
H -2.20 0.87 0.42
H -0.83 -1.25 -0.11
H -0.58 -1.96 4.31
H 2.10 -5.54 3.46
H -3.78 -0.42 0.20
H 0.49 -0.39 -0.20
H -1.83 4.46 -1.37
H 0.13 -1.07 -2.68
H 1.64 0.91 0.89
H -3.18 1.77 -1.41
H -3.37 -1.06 -3.61
H 1.01 3.62 0.35
H 3.55 -1.80 3.54
H -1.44 3.16 0.29
H 3.98 -3.36 2.81
H -3.39 1.01 -2.99
H 2.80 1.30 -1.82
H -0.20 -3.67 4.72
H -0.15 4.98 -0.97
H -0.74 0.78 1.35
H -1.62 -1.15 -3.95
H -1.11 1.62 -3.72
H -4.32 -1.35 -1.22
H 1.81 -1.67 0.96
H 0.66 -3.01 0.56
H 1.89 4.01 -2.01
H 3.45 -3.30 4.51
H 1.04 1.12 -3.29
H 1.74 -5.31 1.72
H 1.99 2.69 -3.19
H -2.41 -2.46 -3.05
H -2.01 3.05 -3.22
H 2.20 -0.20 -1.16
H -3.15 -2.07 -0.08
*
```

Output
E_HOMO (alpha / beta) (eV): -12.5403 / -12.5972
ΔE to the lowest compared entry with this formula, charge and spin (kJ/mol): 587.74
Expectation value of S²: 6.03



Molecular formula: C32H54BrGeInN7O3Si3
Method: DFT, the ωB97M-V functional and the def2-TZVPD basis

The geometry in ORCA input format:
```
! RIJCOSX wB97M-V def2-TZVPD def2/J DEFGRID3
* xyz 1 1
In -0.01 0.52 -0.03
Br -6.56 2.25 -1.04
Ge 0.47 -2.06 -0.23
Si 2.04 -2.92 -1.86
Si 1.12 -3.05 1.86
Si -1.61 -2.99 -1.04
O -0.58 3.64 -1.26
O 2.87 0.72 -0.85
O 0.79 0.89 -2.76
N -1.66 4.29 -1.00
N 0.20 0.22 6.36
N 0.85 1.16 4.37
N -2.19 -0.77 2.60
N -1.07 -0.25 4.52
N -0.32 0.55 2.42
N 1.15 2.24 0.97
C -2.81 1.79 0.64
C -0.25 -3.40 3.10
C -3.12 -2.53 -0.01
C 2.17 0.73 -3.10
C 2.94 4.00 2.13
C 1.41 -2.53 -3.59
C -1.18 -0.14 3.20
C 3.11 1.34 -2.09
C -1.50 -4.87 -0.97
C -4.00 5.68 -0.43
C -4.76 1.77 -0.74
C 2.14 -4.81 -1.83
C -2.72 0.79 -1.52
C 1.72 3.21 0.25
C -1.97 -2.48 -2.83
C 1.43 2.17 2.27
C 1.91 -4.73 1.56
C 0.62 1.21 3.08
C 2.43 -1.95 2.65
C 3.83 -2.37 -1.61
C 0.19 1.92 -3.56
C -2.07 1.12 -0.33
C -2.95 5.64 0.48
C -0.01 0.37 5.05
C -3.84 5.01 -1.64
C -4.06 1.10 -1.74
C -4.15 2.11 0.45
C 2.61 4.12 0.79
C 2.34 3.01 2.89
C -1.80 4.94 0.18
C -2.67 4.33 -1.90
C 3.96 0.79 0.05
H 4.18 -2.67 -0.62
H 1.41 3.28 -0.78
H 2.60 -5.10 -2.78
H 2.52 2.90 3.95
H -1.39 -1.62 -3.16
H 2.23 -2.57 -4.32
H -1.10 -3.91 2.64
H 2.78 -5.19 -1.03
H -0.62 -2.53 3.64
H -3.99 -3.06 -0.41
H -4.91 6.22 -0.21
H 0.97 0.70 6.79
H -2.87 -1.24 3.17
H 2.82 -2.40 3.57
H 3.68 0.26 0.95
H 1.23 -5.42 1.06
H -0.80 -5.27 -1.71
H 1.18 -5.31 -1.76
H -2.34 2.07 1.58
H -2.99 -2.82 1.03
H -3.35 -1.46 -0.07
H 3.65 4.69 2.59
H 2.37 -0.34 -3.13
H 2.97 2.43 -2.02
H 4.20 1.83 0.30
H -4.63 5.00 -2.38
H -3.02 6.15 1.43
H -1.21 -5.25 0.01
H -2.20 0.24 -2.30
H 3.27 -1.79 1.98
H 4.00 -1.30 -1.71
H 0.69 -3.31 -3.88
H 0.90 -1.57 -3.69
H 2.83 -4.68 0.97
H 4.44 -2.89 -2.35
H -1.75 -3.31 -3.50
H 2.17 -5.16 2.53
H -4.55 0.83 -2.66
H -2.47 3.78 -2.81
H 3.03 4.89 0.17
H 4.85 0.32 -0.38
H -0.87 1.93 -3.33
H -2.49 -5.29 -1.21
H 2.37 1.14 -4.09
H 4.14 1.17 -2.42
H -2.42 -0.57 1.64
H 2.01 -0.97 2.92
H -3.03 -2.24 -2.94
H -0.42 -0.34 6.91
H 0.33 1.68 -4.62
H -0.95 4.86 0.83
H -4.71 2.63 1.21
H 0.18 -4.09 3.84
H 0.60 2.90 -3.34
*
```

Output
E_HOMO (eV): -10.3478
ΔE to the lowest compared entry with this formula, charge and spin (kJ/mol): 0.00



Molecular formula: C3H5F2N2
Method: DFT, the ωB97M-V functional and the def2-TZVPD basis

The geometry in ORCA input format:
```
! RIJCOSX wB97M-V def2-TZVPD def2/J DEFGRID3
* xyz 1 3
F 0.89 -1.99 0.50
F 1.79 1.17 -0.35
N -0.37 1.02 0.54
N -0.87 -0.81 -0.57
C 0.96 0.43 0.34
C -1.26 0.33 -0.04
C 0.62 -0.92 -0.32
H -1.52 -1.29 -1.17
H -2.35 0.65 -0.20
H -0.53 1.95 0.84
H 1.48 0.47 1.63
H 1.15 -1.02 -1.22
*
```

Output
E_HOMO (alpha / beta) (eV): -11.0567 / -17.1687
ΔE to the lowest compared entry with this formula, charge and spin (kJ/mol): 13.52
Expectation value of S²: 2.01



Molecular formula: C2H8N10
Method: DFT, the ωB97M-V functional and the def2-TZVPD basis

The geometry in ORCA input format:
```
! RIJCOSX wB97M-V def2-TZVPD def2/J DEFGRID3
* xyz -2 1
N -2.73 -1.90 -0.30
N -3.35 -2.80 -1.05
N -0.61 -0.31 0.72
N 2.85 0.08 0.30
N 0.16 1.96 1.13
N -0.31 -1.44 0.02
N -1.26 -3.41 -0.98
N 1.46 0.27 -0.04
N -1.21 2.38 1.01
N -2.51 -3.73 -1.37
C 0.27 0.58 0.80
C -1.46 -2.20 -0.38
H 3.22 1.03 0.39
H -1.73 1.72 1.46
H 2.09 2.88 -0.74
H 0.94 2.44 0.50
H 1.12 -0.81 -0.25
H 1.37 1.14 -0.65
H -1.45 2.39 0.03
H 3.15 -0.26 -0.59
*
```

Output
E_HOMO (eV): 0.4448
ΔE to the lowest compared entry with this formula, charge and spin (kJ/mol): 101.50



Molecular formula: C36H47N5P2Tc
Method: DFT, the ωB97M-V functional and the def2-TZVPD basis

The geometry in ORCA input format:
```
! RIJCOSX wB97M-V def2-TZVPD def2/J DEFGRID3
* xyz 2 4
Tc -0.12 1.92 -3.61
P -1.77 -1.08 -2.41
P 1.49 -1.01 -2.36
N 2.23 -1.71 -0.97
N -2.85 -2.04 -1.49
N -3.53 -0.08 -3.29
N 3.00 -0.56 -3.18
N 0.30 -0.30 2.05
C -3.05 1.97 -0.26
C 0.79 -2.32 -3.42
C 0.64 1.09 2.24
C 3.60 -1.90 0.80
C 2.99 -0.98 -0.03
C 5.15 0.13 -3.04
C 0.51 0.38 -5.96
C -5.51 0.80 -4.14
C 1.64 1.46 -5.88
C -4.15 -1.75 -1.01
C 5.09 -0.96 -3.96
C -0.62 0.64 -5.01
C -4.75 -0.37 -3.91
C 0.13 -1.07 3.25
C -4.47 -2.60 0.03
C -1.80 0.23 0.82
C -2.00 1.12 -0.19
C -2.84 0.08 1.77
C -2.30 -2.90 -0.52
C 3.87 0.38 -2.60
C -1.23 2.93 -6.18
C -3.96 0.91 1.72
C 3.76 -1.35 -4.05
C 2.35 -3.07 -0.69
C -3.28 -3.34 0.34
C -0.56 -0.59 0.93
C 3.23 -3.21 0.37
C -3.56 1.28 -3.12
C -1.48 1.81 -5.19
C 1.54 2.46 -4.74
C -0.75 -2.54 -3.14
C 0.74 2.41 -1.65
C -4.76 1.87 -3.58
C -0.39 4.05 -5.52
C 0.57 3.53 -4.47
C -4.08 1.85 0.69
H 3.48 1.14 -1.94
H -1.27 -3.17 -0.59
H 1.27 1.18 3.12
H 1.17 1.48 1.36
H -0.81 -1.66 0.94
H 3.59 -4.15 0.77
H 0.04 -0.44 0.02
H 0.89 -0.63 -5.76
H -6.46 0.88 -4.67
H -5.45 -2.71 0.50
H 4.25 -1.68 1.63
H -2.56 1.57 -5.13
H -0.26 1.71 2.39
H -2.72 1.85 -2.74
H 1.71 1.93 -6.88
H 0.16 -2.15 3.02
H -0.16 2.97 -1.32
H 1.38 -3.22 -3.21
H 6.02 0.65 -2.72
H -4.70 0.86 2.53
H 2.57 2.76 -4.48
H -0.83 -0.85 3.76
H -2.22 3.34 -6.46
H -4.75 -0.99 -1.47
H -1.09 4.74 -5.02
H -1.27 -2.79 -4.07
H 2.56 0.87 -5.75
H -0.76 2.61 -7.12
H 0.11 0.34 -6.98
H 0.94 -0.83 3.95
H -4.96 2.49 0.60
H -1.19 -0.23 -4.68
H -5.02 2.92 -3.49
H 1.79 -3.77 -1.29
H 0.93 4.32 -3.79
H 5.93 -1.42 -4.47
H -2.72 -0.69 2.53
H 3.04 0.10 -0.05
H -3.16 -4.11 1.08
H 0.15 4.63 -6.26
H 0.93 -2.11 -4.49
H -0.83 -3.43 -2.51
H -3.11 2.75 -1.02
H 1.58 3.13 -1.63
H -5.03 -1.39 -4.13
H 3.26 -2.10 -4.63
H 0.92 1.66 -0.86
*
```

Output
E_HOMO (alpha / beta) (eV): -12.3066 / -12.3210
ΔE to the lowest compared entry with this formula, charge and spin (kJ/mol): 61.66
Expectation value of S²: 3.94



Molecular formula: C19H18CuN4S4
Method: DFT, the ωB97M-V functional and the def2-TZVPD basis

The geometry in ORCA input format:
```
! RIJCOSX wB97M-V def2-TZVPD def2/J DEFGRID3
* xyz -1 1
Cu -0.59 0.54 -0.86
S 3.38 -4.22 0.10
S -1.85 -0.61 0.89
S 1.83 -1.72 -0.46
S 1.36 1.21 0.14
N 3.70 -1.72 1.16
N -1.75 1.05 -2.37
N -3.66 0.96 -0.28
N 3.21 -0.41 1.23
C -1.93 2.35 -2.77
C -3.97 0.72 2.03
C -2.83 1.02 -4.35
C -3.21 0.39 0.87
C -5.46 2.10 0.72
C 2.22 -0.25 0.41
C 3.08 -2.60 0.34
C 4.72 -1.42 3.34
C -4.71 1.79 -0.37
C 6.79 -2.52 3.90
C 6.82 -3.09 2.63
C -1.46 3.49 -1.92
C -2.60 2.38 -3.98
C 5.81 -2.84 1.72
C 5.74 -1.68 4.24
C 4.75 -2.01 2.08
C -2.29 0.24 -3.34
C -5.06 1.54 1.96
C -2.26 -1.25 -3.20
H -2.87 3.26 -4.54
H 5.71 -1.22 5.22
H -5.61 1.78 2.85
H 3.90 -0.76 3.58
H -3.32 0.65 -5.24
H -6.30 2.76 0.64
H -3.64 0.30 2.97
H -2.14 3.70 -1.08
H 7.58 -2.72 4.61
H -0.48 3.29 -1.50
H -1.39 4.40 -2.52
H 5.83 -3.28 0.73
H -1.25 -1.61 -2.99
H -4.90 2.18 -1.36
H 7.64 -3.73 2.35
H -3.02 0.88 -1.10
H -2.90 -1.59 -2.38
H -2.61 -1.72 -4.12
*
```

Output
E_HOMO (eV): -4.4201
ΔE to the lowest compared entry with this formula, charge and spin (kJ/mol): 0.00



Molecular formula: C7H12N2
Method: DFT, the ωB97M-V functional and the def2-TZVPD basis

The geometry in ORCA input format:
```
! RIJCOSX wB97M-V def2-TZVPD def2/J DEFGRID3
* xyz 0 1
N 1.97 -1.45 -0.69
N -1.68 -0.10 -0.70
C 1.02 -0.35 -0.27
C -0.95 0.66 0.24
C -2.60 -1.01 0.14
C 1.32 -1.42 0.59
C 1.45 1.18 -0.18
C -0.31 -0.05 -1.03
C 0.06 2.03 0.20
H -2.12 -2.24 -0.32
H 2.79 -0.93 -0.65
H 0.40 2.54 1.29
H -0.21 2.82 -0.72
H 0.45 -2.07 0.85
H 1.97 1.21 0.84
H -4.05 -0.62 -0.41
H -0.52 0.48 -2.11
H -2.48 -0.91 1.31
H 1.94 -1.33 1.68
H 2.14 1.45 -1.21
H -0.57 0.13 1.14
*
```

Output
E_HOMO (eV): -8.3432
ΔE to the lowest compared entry with this formula, charge and spin (kJ/mol): 1150.99



Molecular formula: C3H3I
Method: DFT, the ωB97M-V functional and the def2-TZVPD basis

The geometry in ORCA input format:
```
! RIJCOSX wB97M-V def2-TZVPD def2/J DEFGRID3
* xyz 0 1
I -1.81 -1.22 0.88
C -0.32 -0.28 -0.09
C 0.33 0.94 0.25
C 1.06 -0.18 0.20
H -1.25 -0.45 -2.39
H 1.85 -0.84 0.66
H 0.14 2.03 0.49
*
```

Output
E_HOMO (alpha / beta) (eV): -7.1488 / -9.3632
ΔE to the lowest compared entry with this formula, charge and spin (kJ/mol): 467.23



Molecular formula: C2H6BrN3
Method: DFT, the ωB97M-V functional and the def2-TZVPD basis

The geometry in ORCA input format:
```
! RIJCOSX wB97M-V def2-TZVPD def2/J DEFGRID3
* xyz 2 1
Br 3.09 -0.58 -0.02
N 0.07 0.05 -0.05
N -1.47 -1.67 0.01
N 1.77 1.95 -0.05
C 1.79 0.68 0.08
C -0.25 -1.20 -0.01
H 1.06 2.52 0.17
H 0.62 -1.93 -0.10
H -1.48 -2.71 0.06
H -0.77 0.61 -0.29
H -2.32 -0.93 -0.09
H 2.69 2.43 -0.34
*
```

Output
SMILES: N/C(Br)=[NH+]/C=[NH2+]
E_HOMO (eV): -20.0658
ΔE to the lowest compared entry with this formula, charge and spin (kJ/mol): 197.30



Molecular formula: C3H3N2O2
Method: DFT, the ωB97M-V functional and the def2-TZVPD basis

The geometry in ORCA input format:
```
! RIJCOSX wB97M-V def2-TZVPD def2/J DEFGRID3
* xyz 1 1
O 0.14 -1.23 -3.07
O -2.28 -2.07 -1.27
N 0.65 -0.03 -1.13
N -1.09 -0.60 0.24
C -1.37 -1.44 -0.92
C 0.10 0.03 0.12
C 0.00 -0.97 -1.92
H 1.43 0.46 -1.60
H 0.46 0.62 1.06
H -1.82 -0.62 0.92
*
```

Output
SMILES: O=C1NC=[NH+]C1=O
E_HOMO (eV): -15.1925
ΔE to the lowest compared entry with this formula, charge and spin (kJ/mol): 52.48



Molecular formula: C24H29N3O5S
Method: DFT, the ωB97M-V functional and the def2-TZVPD basis

The geometry in ORCA input format:
```
! RIJCOSX wB97M-V def2-TZVPD def2/J DEFGRID3
* xyz 0 1
S -1.87 1.37 2.24
O -2.24 -0.02 2.41
O 2.51 0.08 3.25
O -2.13 2.23 3.36
O -3.80 2.28 -1.05
O 2.43 -2.65 -1.18
N -3.21 3.47 -0.78
N -0.26 1.56 1.86
N 0.40 -0.72 3.45
C 3.64 -2.03 -0.81
C -0.13 -0.09 -1.44
C -2.64 2.00 0.80
C -3.99 0.01 -0.19
C 1.10 1.99 -0.10
C -3.47 1.39 -0.11
C 0.76 0.72 -2.13
C 2.25 -0.46 -3.73
C 0.15 1.21 0.56
C 1.08 0.51 -3.59
C 1.48 -2.82 -0.21
C 1.39 1.74 -1.43
C 1.31 0.25 3.23
C 0.76 -2.13 3.43
C -0.43 0.15 -0.11
C -0.73 -3.63 0.29
C 0.29 -3.43 -0.62
C -2.51 3.33 0.31
C 0.60 -2.65 2.02
C 1.63 -2.43 1.11
C -0.58 -3.24 1.61
C -1.72 4.42 0.93
C -0.12 0.01 -4.39
C 0.69 1.62 2.96
H -1.38 -3.40 2.32
H -3.56 -0.50 -1.05
H -1.64 -4.10 -0.04
H 0.12 -2.66 4.13
H 0.10 0.06 -5.46
H -0.58 -0.53 3.28
H -1.84 4.38 2.01
H 0.13 1.97 3.83
H 2.01 -1.41 -3.27
H 3.47 -1.00 -0.46
H 1.49 2.33 2.73
H -5.08 0.03 -0.32
H 1.59 2.80 0.42
H 1.80 -2.20 3.75
H 4.17 -2.60 -0.04
H -2.03 5.38 0.54
H -0.61 -0.92 -1.93
H 2.11 2.37 -1.93
H -1.13 -0.49 0.41
H -1.00 0.63 -4.20
H -0.36 -1.02 -4.15
H 2.52 -1.94 1.46
H 3.14 -0.05 -3.25
H 0.20 -3.73 -1.65
H -0.66 4.27 0.70
H 2.48 -0.63 -4.78
H -3.74 -0.53 0.72
H 1.38 1.48 -4.00
H 4.24 -2.00 -1.72
*
```

Output
SMILES: COc1cccc(CNC(=O)CN(c2ccc(C(C)C)cc2)S(=O)(=O)c2c(C)noc2C)c1
E_HOMO (eV): -8.5961
ΔE to the lowest compared entry with this formula, charge and spin (kJ/mol): 268.42



Molecular formula: C6H10N
Method: DFT, the ωB97M-V functional and the def2-TZVPD basis

The geometry in ORCA input format:
```
! RIJCOSX wB97M-V def2-TZVPD def2/J DEFGRID3
* xyz 1 1
N 0.89 -0.03 0.34
C -0.56 1.42 0.18
C -0.34 0.33 1.12
C -1.09 -1.09 -1.10
C 1.52 -1.31 0.56
C -0.76 2.61 -0.17
C -0.46 0.00 -0.31
H -0.38 -1.56 -1.78
H -0.51 0.09 2.16
H -0.96 2.86 -1.20
H -1.35 -1.96 -0.45
H 1.47 0.79 0.00
H 2.70 -1.17 0.53
H -0.62 3.33 0.57
H -1.90 -0.66 -1.69
H 1.20 -1.90 -0.32
H 1.15 -1.75 1.53
*
```

Output
SMILES: C=C1[C@@H]2[N@@H+](C)[C@]12C
E_HOMO (eV): -14.5650
ΔE to the lowest compared entry with this formula, charge and spin (kJ/mol): 297.25



The evaluated maximum force for the records listed, in turn: 4.4 4.0 7.9 0.6 12.6 4.4 5.4 0.3 6.0 2.2 6.4 5.0 1.4 4.7 eV/A.